Computed, not measured: a molecular structure, C64H59IN2O7P2SiSr in a non-equilibrium geometry, with wB97M-V/def2-TZVPD.

Charge: -2
Gap between HOMO and LUMO (eV): 5.2
Spin multiplicity: 1
HOMO energy (Ha): -0.0723
LUMO energy (eV): 3.248

```
137
Properties=species:S:1:pos:R:3:lowdin_charge:R:1
Sr 0.065 0.966 0.296 1.593
O -1.406 2.273 1.334 -0.265
C -2.385 3.018 1.640 -0.375
C -3.459 2.562 2.478 -0.025
C -4.572 3.322 2.721 -0.132
C -4.713 4.615 2.182 -0.147
C -3.669 5.107 1.431 -0.096
C -2.509 4.366 1.168 -0.152
C -1.422 5.056 0.511 -0.136
N -0.250 4.610 0.306 0.054
C 0.728 5.547 -0.185 -0.251
C 1.781 4.812 -1.020 -0.217
N 2.377 3.692 -0.320 0.049
C 2.958 3.899 0.772 -0.097
C 3.552 2.822 1.561 -0.137
C 4.428 3.167 2.586 -0.044
C 4.949 2.226 3.459 -0.104
C 4.535 0.904 3.329 -0.086
C 3.658 0.550 2.319 -0.023
C 3.189 1.495 1.408 -0.335
O 2.368 1.085 0.430 -0.382
H -3.365 1.572 2.892 0.102
H -5.359 2.910 3.345 0.091
H -5.601 5.206 2.364 0.070
H -3.725 6.115 1.028 0.089
H -1.670 6.095 0.211 0.107
H 1.219 6.018 0.678 0.101
H 0.289 6.362 -0.787 0.102
H 2.560 5.508 -1.361 0.108
H 1.294 4.398 -1.907 0.104
H 3.066 4.903 1.219 0.127
H 4.699 4.213 2.696 0.103
H 5.633 2.519 4.245 0.085
H 4.872 0.151 4.031 0.098
H 3.291 -0.465 2.226 0.121
O 1.195 1.329 -1.740 -0.479
P 2.637 0.897 -1.508 0.704
C 2.899 -0.906 -1.114 -0.245
P 1.296 -1.767 -1.222 0.765
O 0.233 -1.157 -0.374 -0.505
C 1.565 -3.446 -0.601 -0.245
C 1.997 -4.536 -1.348 -0.079
C 2.135 -5.779 -0.747 -0.098
C 1.843 -5.934 0.600 -0.096
C 1.409 -4.849 1.347 -0.069
C 1.264 -3.607 0.751 -0.046
C 0.772 -1.880 -2.933 -0.251
C -0.554 -1.529 -3.166 -0.050
C -1.076 -1.657 -4.446 -0.052
C -0.282 -2.131 -5.478 -0.087
C 1.045 -2.471 -5.247 -0.095
C 1.573 -2.343 -3.974 -0.101
C 4.212 1.795 -1.442 -0.276
C 5.279 1.280 -0.728 -0.074
C 6.534 1.880 -0.802 -0.081
C 6.719 3.000 -1.589 -0.102
C 5.651 3.510 -2.324 -0.082
C 4.413 2.903 -2.260 -0.082
C 2.967 0.546 -3.379 -0.253
C 4.137 -0.035 -3.860 -0.117
C 4.342 -0.260 -5.213 -0.107
C 3.375 0.120 -6.132 -0.121
C 2.210 0.721 -5.678 -0.096
C 2.011 0.926 -4.318 -0.078
H 3.220 -1.061 -0.081 0.065
H 3.598 -1.377 -1.808 0.061
H 2.202 -4.430 -2.403 0.090
H 2.456 -6.629 -1.336 0.095
H 1.942 -6.907 1.066 0.095
H 1.166 -4.968 2.394 0.103
H 0.893 -2.756 1.314 0.107
H -1.162 -1.149 -2.348 0.093
H -2.108 -1.388 -4.627 0.106
H -0.695 -2.226 -6.475 0.096
H 1.673 -2.812 -6.060 0.099
H 2.620 -2.565 -3.808 0.102
H 5.147 0.409 -0.099 0.108
H 7.355 1.471 -0.226 0.098
H 7.690 3.477 -1.638 0.090
H 5.790 4.378 -2.954 0.096
H 3.590 3.285 -2.849 0.115
H 4.929 -0.313 -3.164 0.103
H 5.263 -0.722 -5.551 0.091
H 3.531 -0.048 -7.191 0.089
H 1.440 1.016 -6.381 0.098
H 1.094 1.369 -3.960 0.101
C -4.955 -0.003 -2.449 -0.112
C -5.097 0.203 -0.940 -0.590
C -4.783 1.666 -0.615 -0.095
C -6.542 -0.074 -0.535 -0.115
Si -3.724 -0.840 -0.080 0.412
O -2.332 -0.126 -0.157 -0.365
C -4.183 -1.366 1.692 -0.180
C -3.124 -1.363 2.607 -0.077
C -3.289 -1.808 3.911 -0.087
C -4.523 -2.281 4.334 -0.118
C -5.583 -2.316 3.439 -0.118
C -5.408 -1.866 2.135 -0.106
C -3.653 -2.564 -0.924 -0.179
C -2.376 -3.071 -1.169 -0.093
C -2.178 -4.349 -1.678 -0.087
C -3.268 -5.161 -1.955 -0.123
C -4.550 -4.686 -1.712 -0.119
C -4.732 -3.408 -1.200 -0.105
H -5.644 0.660 -2.988 0.072
H -5.169 -1.031 -2.748 0.061
H -3.942 0.232 -2.776 0.074
H -5.413 2.331 -1.221 0.079
H -3.734 1.893 -0.804 0.073
H -4.967 1.897 0.435 0.064
H -7.219 0.583 -1.097 0.072
H -6.705 0.117 0.524 0.066
H -6.849 -1.101 -0.743 0.056
H -2.158 -0.993 2.281 0.087
H -2.453 -1.772 4.602 0.078
H -4.657 -2.620 5.355 0.086
H -6.548 -2.698 3.754 0.085
H -6.250 -1.916 1.457 0.078
H -1.532 -2.442 -0.924 0.058
H -1.170 -4.709 -1.852 0.091
H -3.121 -6.161 -2.349 0.085
H -5.409 -5.316 -1.916 0.085
H -5.744 -3.069 -1.012 0.083
I 1.292 -2.994 8.666 0.772
C 1.058 -1.881 6.909 -0.750
C 0.309 -2.407 5.869 -0.161
C 0.172 -1.666 4.704 -0.033
C 0.754 -0.411 4.586 -0.105
C 1.491 0.098 5.647 -0.018
C 1.657 -0.634 6.814 -0.164
C 0.621 0.401 3.304 -0.652
O 0.241 -0.256 2.298 -0.178
O 0.934 1.594 3.355 0.025
H -0.161 -3.377 5.963 0.086
H -0.395 -2.049 3.863 0.103
H 1.927 1.080 5.529 0.115
H 2.239 -0.239 7.636 0.082
```

---

Computed, not measured: a molecular structure, C64H62As2N8O7S3Tl, with wB97M-V/def2-TZVPD.

Charge: -1
Gap between HOMO and LUMO (eV): 6.7
Spin multiplicity: 1
HOMO energy (Ha): -0.1769
LUMO energy (eV): 1.888

```
147
Properties=species:S:1:pos:R:3:lowdin_charge:R:1
Tl -0.426 0.208 0.839 0.826
O -4.486 3.271 2.217 0.095
C -3.454 2.390 2.226 -0.467
O -2.332 2.718 1.967 0.076
C -3.893 1.014 2.631 -0.194
C -4.980 0.866 3.472 -0.015
C -5.313 -0.419 3.882 -0.054
C -4.576 -1.480 3.410 -0.002
C -3.510 -1.247 2.533 -0.152
N -3.168 -0.012 2.164 0.150
C -2.754 -2.483 1.981 -0.628
O -3.479 -3.504 1.916 -0.036
O -1.546 -2.352 1.678 -0.127
H -4.112 4.112 1.923 0.122
H -5.539 1.732 3.795 0.110
H -6.143 -0.576 4.561 0.103
H -4.795 -2.505 3.674 0.112
O 4.586 -1.649 -2.364 0.047
C 4.570 -0.359 -2.800 -0.261
C 5.482 0.071 -3.762 -0.035
C 5.418 1.357 -4.279 -0.106
C 4.419 2.220 -3.857 -0.110
C 3.517 1.787 -2.891 -0.056
C 3.593 0.524 -2.317 -0.075
C 2.599 0.199 -1.216 -0.533
O 1.399 0.506 -1.438 -0.170
N 3.171 -0.363 -0.161 0.021
N 2.348 -0.551 0.947 -0.168
C 2.420 -1.690 1.489 -0.950
S 3.358 -3.027 0.772 0.903
C 2.903 -4.211 2.076 -0.540
C 1.528 -3.830 2.599 -0.517
S 1.612 -2.074 3.018 0.822
H 5.335 -2.100 -2.761 0.097
H 6.246 -0.617 -4.114 0.106
H 6.138 1.672 -5.026 0.096
H 4.335 3.216 -4.279 0.097
H 2.713 2.435 -2.560 0.094
H 3.643 -4.150 2.873 0.061
H 2.915 -5.211 1.641 0.069
H 1.257 -4.380 3.501 0.079
H 0.748 -3.948 1.845 0.067
N -1.662 4.582 -1.195 0.174
C -2.933 4.099 -1.430 -0.200
C -4.131 4.705 -1.795 -0.032
C -5.235 3.877 -1.922 -0.103
C -5.146 2.495 -1.693 -0.088
C -3.952 1.902 -1.326 -0.010
C -2.833 2.722 -1.190 -0.252
N -1.542 2.390 -0.821 0.119
C -0.880 3.508 -0.828 -0.268
C 0.539 3.672 -0.494 -0.304
C 1.347 4.670 -0.947 -0.361
S 2.939 4.441 -0.370 1.013
C 2.416 3.004 0.439 -0.451
N 1.157 2.744 0.311 0.042
H -1.358 5.534 -1.264 0.149
H -4.204 5.772 -1.975 0.102
H -6.189 4.307 -2.200 0.094
H -6.034 1.884 -1.809 0.100
H -3.868 0.836 -1.138 0.116
H 1.111 5.485 -1.618 0.071
H 3.121 2.391 0.989 0.064
C -2.559 -0.393 -4.324 -0.316
As -0.981 0.341 -3.376 1.184
C -0.918 1.962 -4.505 -0.312
C 0.355 -0.816 -4.324 -0.312
C 0.710 -0.391 -5.710 -0.305
C 0.015 -0.864 -6.823 -0.066
C 0.322 -0.421 -8.105 -0.102
C 1.339 0.503 -8.305 -0.117
C 2.052 0.971 -7.205 -0.090
C 1.740 0.529 -5.928 -0.049
H -2.391 -0.449 -5.404 0.005
H -3.418 0.258 -4.141 0.009
H -2.805 -1.390 -3.948 0.004
H -1.057 1.736 -5.563 0.019
H 0.033 2.481 -4.371 0.012
H -1.727 2.619 -4.172 0.006
H -0.089 -1.814 -4.320 0.070
H 1.228 -0.818 -3.672 0.048
H -0.774 -1.596 -6.684 0.105
H -0.233 -0.807 -8.953 0.094
H 1.573 0.855 -9.303 0.089
H 2.857 1.684 -7.340 0.095
H 2.304 0.893 -5.077 0.093
C -5.411 -6.664 -2.252 -0.079
C -5.227 -5.632 -1.143 -0.201
N -3.838 -5.207 -0.982 -0.038
C -3.120 -5.686 0.200 -0.218
C -2.723 -7.154 0.089 -0.076
C -3.389 -4.248 -1.835 -0.411
O -4.102 -3.782 -2.720 0.048
C -1.990 -3.736 -1.657 -0.124
C -0.868 -4.515 -1.903 -0.015
C 0.387 -3.960 -1.727 -0.040
C 0.475 -2.641 -1.304 -0.144
N -0.595 -1.879 -1.091 0.009
C -1.798 -2.420 -1.270 -0.108
H -6.464 -6.951 -2.337 0.069
H -4.821 -7.563 -2.055 0.060
H -5.091 -6.236 -3.202 0.070
H -5.558 -6.028 -0.183 0.118
H -5.821 -4.751 -1.378 0.115
H -3.755 -5.523 1.070 0.098
H -2.249 -5.063 0.362 0.103
H -3.600 -7.807 0.062 0.061
H -2.119 -7.437 0.956 0.072
H -2.135 -7.336 -0.815 0.064
H -0.983 -5.543 -2.231 0.115
H 1.289 -4.534 -1.901 0.104
H 1.443 -2.176 -1.136 0.074
H -2.653 -1.779 -1.071 0.130
C 3.260 0.351 8.348 -0.108
C 3.602 -0.529 7.329 -0.095
C 3.237 -0.255 6.018 -0.126
C 2.529 0.905 5.701 -0.361
C 2.209 1.793 6.727 -0.107
C 2.567 1.515 8.043 -0.095
As 2.098 1.175 3.781 1.347
C 0.995 2.780 4.023 -0.398
C 1.239 4.034 3.469 -0.115
C 0.303 5.057 3.585 -0.083
C -0.886 4.844 4.269 -0.101
C -1.145 3.596 4.823 -0.097
C -0.220 2.572 4.684 -0.135
C 3.881 1.939 3.436 -0.387
C 4.749 1.185 2.644 -0.122
C 6.031 1.646 2.362 -0.078
C 6.460 2.863 2.873 -0.098
C 5.611 3.606 3.688 -0.091
C 4.332 3.145 3.970 -0.116
H 3.531 0.131 9.374 0.094
H 4.147 -1.438 7.562 0.098
H 3.497 -0.950 5.228 0.075
H 1.678 2.709 6.501 0.090
H 2.299 2.210 8.831 0.096
H 2.165 4.226 2.943 0.078
H 0.507 6.024 3.139 0.098
H -1.614 5.642 4.362 0.097
H -2.074 3.417 5.352 0.104
H -0.438 1.592 5.100 0.110
H 4.409 0.246 2.216 0.080
H 6.680 1.058 1.723 0.105
H 7.453 3.232 2.643 0.096
H 5.946 4.549 4.105 0.097
H 3.692 3.725 4.624 0.097
```

---

Computed, not measured: a molecular structure, C64H65BrClMnN2OP2S, with wB97M-V/def2-TZVPD.

Charge: -1
Gap between HOMO and LUMO (alpha / beta) (eV): 3.5 / 3.4
Spin multiplicity: 6
HOMO energy (alpha / beta) (Ha): -0.0677 / -0.0676
LUMO energy (alpha / beta) (eV): 1.682 / 1.609

```
138
Properties=species:S:1:pos:R:3:lowdin_charge:R:1
Mn -0.662 0.674 0.889 0.778
C -0.399 4.725 2.642 -0.090
C -0.496 4.434 3.999 -0.096
C -0.526 3.112 4.408 -0.055
C -0.452 2.086 3.461 -0.206
C -0.340 2.346 2.084 -0.191
C -0.323 3.695 1.716 -0.170
C -0.520 0.655 3.886 -0.196
C -0.577 0.265 5.258 0.007
C -0.637 -1.046 5.592 -0.003
C -0.649 -2.033 4.579 -0.164
C -0.710 -3.422 4.847 -0.040
C -0.705 -4.322 3.824 -0.078
C -0.646 -3.866 2.484 -0.062
C -0.596 -2.535 2.203 -0.043
C -0.591 -1.580 3.249 -0.241
N -0.516 -0.252 2.938 0.093
H -0.404 5.758 2.309 0.100
H -0.568 5.230 4.730 0.094
H -0.620 2.899 5.466 0.088
H -0.290 3.949 0.662 0.071
H -0.568 1.021 6.028 0.096
H -0.672 -1.351 6.633 0.117
H -0.767 -3.755 5.877 0.109
H -0.759 -5.382 4.034 0.099
H -0.648 -4.580 1.670 0.109
H -0.584 -2.179 1.181 0.086
C 8.682 1.149 1.126 -0.435
S 7.494 2.462 1.469 0.795
C 5.978 1.488 1.306 -0.524
C 4.770 2.337 1.669 -0.256
C 3.465 1.556 1.529 -0.297
N 3.207 0.946 0.167 -0.411
P 2.306 -0.571 0.455 1.035
C 3.409 -1.437 1.668 -0.345
C 4.744 -1.757 1.422 -0.098
C 5.486 -2.469 2.352 -0.081
C 4.906 -2.878 3.549 -0.088
C 3.587 -2.552 3.814 -0.072
C 2.849 -1.833 2.879 -0.085
C 2.683 -1.637 -0.988 -0.371
C 1.684 -2.536 -1.349 -0.138
C 1.891 -3.464 -2.362 -0.072
C 3.110 -3.504 -3.022 -0.085
C 4.118 -2.616 -2.663 -0.082
C 3.903 -1.692 -1.652 -0.130
P 2.082 2.094 -0.622 1.024
C 3.058 3.660 -0.606 -0.361
C 2.497 4.788 -0.026 -0.078
C 3.158 6.014 -0.089 -0.073
C 4.384 6.109 -0.725 -0.087
C 4.956 4.977 -1.305 -0.079
C 4.292 3.766 -1.254 -0.102
C 2.166 1.907 -2.448 -0.419
C 3.081 1.202 -3.213 -0.104
C 2.963 1.161 -4.598 -0.082
C 1.938 1.846 -5.231 -0.089
C 1.032 2.582 -4.475 -0.083
C 1.139 2.603 -3.095 -0.160
H 9.680 1.580 1.189 0.023
H 8.533 0.746 0.123 0.031
H 8.592 0.348 1.861 0.029
H 6.054 0.618 1.961 0.069
H 5.895 1.142 0.273 0.068
H 4.771 3.245 1.074 0.073
H 4.840 2.647 2.716 0.118
H 2.617 2.180 1.843 0.095
H 3.526 0.749 2.253 0.084
H 5.221 -1.437 0.506 0.086
H 6.520 -2.709 2.138 0.102
H 5.483 -3.445 4.268 0.099
H 3.124 -2.851 4.746 0.103
H 1.826 -1.567 3.101 0.076
H 0.719 -2.498 -0.854 0.072
H 1.094 -4.140 -2.643 0.105
H 3.275 -4.218 -3.819 0.099
H 5.073 -2.641 -3.176 0.101
H 4.692 -0.998 -1.386 0.086
H 1.549 4.708 0.493 0.067
H 2.710 6.890 0.362 0.102
H 4.898 7.061 -0.773 0.099
H 5.918 5.046 -1.797 0.103
H 4.733 2.887 -1.711 0.106
H 3.902 0.696 -2.735 0.078
H 3.673 0.581 -5.177 0.100
H 1.841 1.807 -6.309 0.098
H 0.227 3.121 -4.960 0.108
H 0.406 3.151 -2.509 0.103
C -4.101 -5.229 -3.333 -0.055
C -4.018 -3.793 -3.871 -0.563
C -5.418 -3.334 -4.305 -0.048
C -3.112 -3.794 -5.101 -0.076
C -3.490 -2.866 -2.776 -0.186
C -2.358 -2.081 -2.928 -0.086
C -1.948 -1.279 -1.875 -0.520
Br -0.479 -0.100 -2.142 0.904
C -2.580 -1.218 -0.626 -0.397
O -2.077 -0.518 0.351 -0.283
C -3.799 -1.940 -0.511 -0.071
C -4.187 -2.747 -1.569 0.013
C -4.692 -1.743 0.719 -0.522
C -3.961 -2.149 2.004 -0.042
C -5.089 -0.257 0.799 -0.031
C -5.978 -2.567 0.634 -0.076
H -4.449 -5.912 -4.115 0.079
H -4.791 -5.298 -2.490 0.075
H -3.119 -5.565 -2.992 0.086
H -5.798 -3.968 -5.114 0.079
H -5.388 -2.301 -4.658 0.092
H -6.127 -3.382 -3.476 0.077
H -3.521 -4.472 -5.854 0.080
H -2.103 -4.133 -4.853 0.082
H -3.041 -2.801 -5.548 0.085
H -1.791 -2.060 -3.849 0.090
H -5.111 -3.301 -1.470 0.090
H -3.106 -1.499 2.176 0.058
H -3.606 -3.183 1.948 0.085
H -4.640 -2.064 2.859 0.084
H -4.217 0.390 0.879 0.064
H -5.734 -0.092 1.668 0.088
H -5.635 0.051 -0.096 0.098
H -5.776 -3.643 0.598 0.082
H -6.576 -2.293 -0.238 0.085
H -6.579 -2.369 1.524 0.081
Cl -8.669 3.816 -1.716 0.514
C -6.977 3.440 -1.360 -0.720
C -6.506 3.487 -0.051 -0.168
C -5.190 3.191 0.234 -0.100
C -4.235 2.827 -0.784 -0.376
C -2.913 2.512 -0.497 -0.093
C -4.784 2.793 -2.115 -0.089
C -6.102 3.091 -2.385 -0.170
H -7.189 3.763 0.746 0.086
H -4.844 3.238 1.263 0.094
H -2.572 2.570 0.530 -0.007
H -2.205 2.270 -1.283 -0.008
H -4.125 2.517 -2.933 0.089
H -6.475 3.050 -3.403 0.085
```

---

The energy above the lowest of the compared OMol25 structures with the same formula, charge and spin results, record by record, are as follows: 9.2; 16.8; 24.4 kcal per mole.